Below is C5H10O2 in the gas phase, with properties calculated with ωB97M-V/def2-TZVPD.

XYZ file:
```
17
Properties=species:S:1:pos:R:3:forces:R:3
H 2.06190 -1.43468 -0.18201 0.2 0.1 0.2
H 2.23207 0.46749 -1.66464 -0.1 -0.1 -0.2
C -1.64591 0.13841 0.74832 0.2 -0.1 -0.1
C 1.62373 0.60561 -0.77398 0.0 0.6 0.7
H -0.21767 -2.22958 0.09080 0.1 -0.2 -0.1
H -0.80699 0.64258 1.26415 0.0 0.1 0.1
H -2.16794 -1.06676 -0.90879 0.0 -0.1 0.0
H 0.71998 1.16445 -1.01204 0.0 -0.1 -0.4
O 2.30969 1.50417 0.11553 0.2 -0.5 0.1
H 0.09009 -1.77365 -1.56847 0.1 -0.1 -0.2
O -2.75290 0.15573 1.21383 -0.1 0.0 0.1
C -1.29944 -0.51395 -0.55764 0.4 0.3 -0.3
H 2.75335 0.96737 0.78589 0.0 0.2 -0.2
C -0.02749 -1.37869 -0.56634 -0.3 0.0 0.4
H -1.12774 0.30951 -1.26155 -0.2 0.0 0.0
H 1.10070 -0.47423 0.96681 0.3 0.0 0.3
C 1.26772 -0.69837 -0.08101 -0.8 -0.2 -0.4
```
Forces are in eV/Å.

Results
SMILES: O=CCCCCO
Orbital gap, eV: 10.7
Net charge: 0
LUMO level, eV: 0.85
E_HOMO, Ha: -0.361
Energy above the lowest of the compared OMol25 structures with the same formula, charge and spin, kJ/mol: 166.25

Atomic partial charges in e from the natural (NBO) method, atoms 1 to 8: H 0.214; H 0.171; C 0.440; C -0.067; H 0.208; H 0.103; H 0.234; H 0.169


Below is C5H10O2 in the gas phase, with properties calculated with ωB97M-V/def2-TZVPD.

XYZ file:
```
17
Properties=species:S:1:pos:R:3:forces:R:3
C -0.58964 0.53102 0.43803 0.2 -0.3 -0.4
O -1.39143 0.95527 1.33748 -0.1 0.0 0.1
C 2.60521 0.04496 0.14057 0.2 0.2 0.0
H 3.06079 0.25454 1.11858 -0.1 -0.1 -0.1
C 0.51436 -0.52275 1.06044 0.0 0.0 0.3
H -0.04329 -1.41883 1.33741 0.0 0.2 0.0
H 0.84506 0.00199 1.96389 -0.1 0.0 -0.1
H -2.93563 -0.76350 -0.38400 0.1 0.1 0.0
H 2.24019 0.99166 -0.28371 0.1 -0.1 0.0
C -2.46571 -0.08907 -1.12082 0.1 0.1 -0.1
H 0.17870 1.28181 0.02139 -0.1 -0.1 -0.1
H 3.36417 -0.37164 -0.52575 -0.1 0.1 0.1
C -1.02882 -0.02236 -0.81350 -0.2 0.0 0.0
H -2.70836 -0.42565 -2.13126 0.1 0.1 0.2
H -2.92897 0.88288 -0.89885 0.1 -0.1 0.0
H -0.28413 -0.42507 -1.49932 0.0 0.1 0.2
O 1.56750 -0.90527 0.23943 -0.1 0.0 -0.1
```
Forces are in eV/Å.

Results
Orbital gap (spin up / spin down), eV: 7.0 / 7.9
Net charge: 0
LUMO level (spin up / spin down), eV: -1.10 / -0.63
E_HOMO (spin up / spin down), Ha: -0.298 / -0.312
Energy above the lowest of the compared OMol25 structures with the same formula, charge and spin, kJ/mol: 488.74

Atomic partial charges in e from the natural (NBO) method, atoms 1 to 8: C -0.001; O -0.723; C -0.253; H 0.176; C -0.027; H 0.201; H 0.195; H 0.270


Below is C5H10O2 in the gas phase, with properties calculated with ωB97M-V/def2-TZVPD.

XYZ file:
```
17
Properties=species:S:1:pos:R:3:forces:R:3
H 1.13705 1.72022 -0.77870 0.0 -0.2 0.1
O 0.48239 -1.21478 0.06697 -0.4 -0.5 0.4
O 2.86405 -0.54999 0.82123 0.3 0.6 -0.5
H 2.65930 -0.20009 -1.15369 0.1 0.1 0.1
C -1.12643 0.37364 -0.67966 0.1 0.0 0.0
C -2.22224 -0.67943 -0.53603 -0.1 0.0 0.0
H -1.79895 -1.67745 -0.67418 -0.1 0.1 0.0
C 2.36859 0.04455 -0.11759 0.6 0.3 0.3
C 0.02319 0.12007 0.28798 -0.1 0.0 0.0
H 1.49212 1.65465 0.96227 -0.2 -0.1 -0.1
C 1.25278 1.05133 0.08161 0.1 0.0 0.0
H -0.73484 0.36672 -1.70440 0.0 0.0 0.1
H -2.67302 -0.64247 0.46209 0.0 0.0 -0.1
H -1.52973 1.38041 -0.50537 0.1 -0.1 0.0
H -0.35655 0.18918 1.31628 0.1 0.1 -0.1
H -3.01932 -0.53276 -1.27193 0.1 0.0 0.1
H 1.18060 -1.37796 0.73207 -0.7 -0.3 -0.4
```
Forces are in eV/Å.

Results
SMILES: CC[C@@H](O)CC=O
Orbital gap, eV: 11.1
Net charge: 0
LUMO level, eV: 1.04
E_HOMO, Ha: -0.368
Energy above the lowest of the compared OMol25 structures with the same formula, charge and spin, kJ/mol: 168.38

Atomic partial charges in e from the natural (NBO) method, atoms 1 to 8: H 0.217; O -0.732; O -0.581; H 0.129; C -0.408; C -0.610; H 0.227; C 0.474


Below is a molecular structure, C5H10O2, with properties calculated with ωB97M-V/def2-TZVPD.

XYZ file:
```
17
Properties=species:S:1:pos:R:3:forces:R:3
H -0.83616 -1.61434 -0.30945 -1.7 2.6 0.5
H 0.97392 0.92895 1.75811 0.0 -0.3 -0.4
H -3.22450 -0.36259 0.16181 -0.1 0.1 -0.1
H 1.00734 -0.84448 1.97742 -0.1 0.0 -0.1
C 0.96458 -0.27997 -0.14877 -0.3 -0.7 -0.1
C 2.27407 0.32523 -0.66468 -0.1 -0.5 0.0
O -0.79457 -0.04717 1.30046 -0.1 0.1 0.2
O -0.13341 0.34098 -0.77494 0.0 0.3 -0.1
C -2.53704 0.29541 -0.36936 0.1 -0.3 0.0
H 2.41674 1.38024 -0.35403 -0.4 -0.5 0.0
H 3.13764 -0.22911 -0.29081 -0.1 -0.1 0.0
H -2.68190 0.18451 -1.44571 -0.1 0.0 0.1
H 2.30604 0.30871 -1.75728 0.0 -0.1 0.1
C 0.64204 -0.03781 1.33494 0.0 -0.2 0.1
H -2.77450 1.33298 -0.08785 0.5 -0.3 0.0
H 0.40286 -1.51805 -0.29581 2.7 2.1 0.2
C -1.14314 -0.16349 -0.03403 -0.3 -2.2 -0.5
```
Forces are in eV/Å.

Results
Orbital gap, eV: 10.0
Net charge: 0
LUMO level, eV: 1.12
E_HOMO, Ha: -0.325
Energy above the lowest of the compared OMol25 structures with the same formula, charge and spin, kJ/mol: 378.20

Atomic partial charges in e from the natural (NBO) method, atoms 1 to 8: H 0.014; H 0.174; H 0.232; H 0.186; C 0.069; C -0.640; O -0.539; O -0.512


Below is a molecular structure, C5H10O2, with properties calculated with ωB97M-V/def2-TZVPD.

XYZ file:
```
17
Properties=species:S:1:pos:R:3:forces:R:3
C 1.70761 -0.15199 0.81104 0.1 0.3 0.2
H 0.85474 -2.60602 -0.72497 0.0 0.1 0.0
H -1.32792 -0.94809 0.82873 -0.2 0.0 -0.1
H 2.61880 -0.15799 1.41587 -0.1 0.1 -0.1
H 1.06566 0.70414 1.02583 0.1 -0.1 0.0
H -2.78856 1.46670 -0.44843 0.1 0.2 0.0
O -1.05082 1.64218 0.54868 -0.4 -0.4 -0.2
H 1.28926 2.67547 -1.34798 0.0 0.0 0.0
H 0.75937 2.57609 -0.83428 0.1 0.0 -0.1
C 1.85148 -0.56989 -0.63074 0.0 -0.2 0.0
H -3.11225 -0.69865 0.65980 0.1 0.0 0.0
C -1.95917 0.97886 0.10179 0.1 0.2 0.1
H 2.34367 -0.19865 -1.51631 -0.1 0.0 0.2
C -2.12398 -0.50500 0.22548 0.1 0.0 0.1
C 1.18090 -1.66933 -0.28965 0.1 -0.2 -0.2
O 0.96770 -1.39960 1.04711 0.0 -0.1 0.0
H -2.14972 -0.94494 -0.78085 0.1 0.1 0.2
```
Forces are in eV/Å.

Results
Orbital gap, eV: 10.0
Net charge: 0
LUMO level, eV: 1.06
E_HOMO, Ha: -0.328
Energy above the lowest of the compared OMol25 structures with the same formula, charge and spin, kJ/mol: 425.34

Atomic partial charges in e from the natural (NBO) method, atoms 1 to 8: C -0.091; H 0.194; H 0.253; H 0.193; H 0.225; H 0.098; O -0.540; H -0.021


Below is 3 unconnected molecules or ions with the total composition C5H10O2, with properties calculated with ωB97M-V/def2-TZVPD.

XYZ file:
```
17
Properties=species:S:1:pos:R:3:forces:R:3
C -1.85803 -0.02290 -1.48640 -0.2 0.1 0.1
H 1.07608 0.45588 1.18602 0.0 -0.2 -0.1
H 2.98448 -1.21725 0.79373 -0.1 0.1 -0.1
H -1.37616 -0.56665 -2.32526 -0.1 0.1 0.1
C 2.52127 -0.71816 -0.06304 0.0 -0.1 0.0
H -0.02694 -1.31117 1.04709 -0.1 0.0 0.0
C -1.32643 1.21232 0.70055 0.0 0.0 0.0
H -0.80580 -1.17859 0.73811 0.1 0.0 0.0
H 2.43738 -1.43528 -0.88397 0.0 0.1 0.1
O -3.02575 0.31553 -1.52744 0.3 -0.1 0.0
O 0.30289 -0.06484 -0.64293 0.1 -0.1 0.1
H -1.12846 0.87705 1.72443 0.0 0.0 -0.1
H -0.76439 2.14221 0.52976 0.0 -0.1 0.0
H 3.19301 0.09171 -0.37802 -0.1 -0.1 0.1
H -2.39256 1.43219 0.60243 0.1 0.0 0.0
C -0.98601 0.19010 -0.33850 -0.2 0.1 0.0
C 1.17543 -0.20215 0.32346 0.1 0.2 0.0
```
Forces are in eV/Å.

Results
Orbital gap (spin up / spin down), eV: 8.2 / 8.2
Net charge: 0
LUMO level (spin up / spin down), eV: 0.02 / 0.02
E_HOMO (spin up / spin down), Ha: -0.301 / -0.300
Energy above the lowest of the compared OMol25 structures with the same formula, charge and spin, kJ/mol: 474.98

Atomic partial charges in e from the natural (NBO) method, atoms 1 to 8: C 0.355; H 0.185; H 0.234; H 0.117; C -0.680; H -0.024; C -0.690; H 0.042


Below is C5H10O2 in the gas phase, with properties calculated with ωB97M-V/def2-TZVPD.

XYZ file:
```
17
Properties=species:S:1:pos:R:3:forces:R:3
C 2.43496 -0.38653 -0.36215 -0.2 0.2 -0.2
C 0.64043 0.13779 1.24505 0.1 0.2 0.5
C 0.88891 -0.41877 -0.10651 -0.3 0.3 0.1
H 2.81918 0.47034 -0.91660 -0.2 0.0 -0.1
H 2.93434 -0.34897 0.61852 -0.2 0.1 -0.3
O -1.43082 -0.34781 -1.06970 0.1 -0.1 -0.2
H -0.03770 1.08500 -1.56853 0.1 -0.3 -0.1
H -2.08048 -0.83377 0.88553 0.1 0.0 -0.3
H 0.52185 -1.43806 -0.27030 0.0 0.2 0.4
H -0.24171 -0.28635 1.75675 0.1 0.1 0.4
H 2.80977 -1.30199 -0.84095 -0.4 0.3 -0.1
O 1.21818 1.12076 1.65018 0.0 -0.5 0.4
H -3.10984 -1.30192 -0.47885 0.1 0.1 0.0
H -0.74201 1.22417 0.02680 0.5 -0.3 -0.3
H -3.05368 0.39756 0.04710 0.3 -0.1 -0.1
C -0.35650 0.48825 -0.71158 0.4 -0.1 -0.2
C -2.45255 -0.51497 -0.10117 -0.1 0.0 0.1
```
Forces are in eV/Å.

Results
SMILES: COC[C@@H](C)C=O
Orbital gap, eV: 10.5
Net charge: 0
LUMO level, eV: 0.92
E_HOMO, Ha: -0.352
Energy above the lowest of the compared OMol25 structures with the same formula, charge and spin, kJ/mol: 281.79

Atomic partial charges in e from the natural (NBO) method, atoms 1 to 8: C -0.613; C 0.429; C -0.351; H 0.221; H 0.226; O -0.539; H 0.207; H 0.162


| no. | calculated total energy (a.u.) |
| --- | --- |
| 1 | -346.96211 |
| 2 | -346.83928 |
| 3 | -346.96130 |
| 4 | -346.88138 |
| 5 | -346.86343 |
| 6 | -346.84452 |
| 7 | -346.91810 |